Here is C20H43EuN2P3S2 as an isolated structure from the OMol25 dataset. Energies are from ωB97M-V/def2-TZVPD.

Last column: Mulliken spin population.
Element x y z (Å)
Eu 0.303 -0.714 0.350  4.2598
P -0.681 1.774 1.954  -0.0372
P -2.675 -0.526 -0.016  0.0824
P 2.548 1.136 0.403  -0.0239
H -0.023 -2.435 -7.842  0.0005
C 1.014 -2.644 -7.574  0.0135
C 1.325 -3.802 -6.988  0.0264
H 0.541 -4.545 -6.788  -0.0004
C -1.254 3.273 1.030  0.0108
C -2.125 1.561 3.083  -0.0003
C 0.466 2.596 3.150  -0.0024
C -2.557 -1.966 -1.167  0.0116
C -4.006 -1.035 1.142  0.0174
C -3.532 0.699 -1.090  -0.0083
C 3.703 0.418 -0.831  0.0148
C 3.663 1.343 1.835  0.0036
C 2.406 2.867 -0.186  -0.0001
H 1.760 -1.926 -7.931  0.0003
H 2.357 -4.124 -6.797  0.0003
H -1.560 4.043 1.756  0.0006
H -2.107 3.018 0.382  -0.0017
H -0.438 3.661 0.402  -0.0012
H -2.277 2.510 3.622  0.0004
H -1.949 0.754 3.813  0.0011
H -3.041 1.325 2.525  -0.0002
H -0.095 3.360 3.711  0.0004
H 1.311 3.085 2.648  -0.0008
H 0.882 1.873 3.867  0.0013
H -3.554 -2.399 -1.324  0.0024
H -1.905 -2.734 -0.719  -0.0015
H -2.129 -1.678 -2.139  0.0030
H -4.957 -0.553 0.881  0.0018
H -3.721 -0.727 2.159  -0.0004
H -4.135 -2.126 1.134  0.0017
H -4.444 0.273 -1.531  -0.0008
H -2.837 1.001 -1.889  0.0025
H -3.794 1.578 -0.484  0.0002
H 4.607 1.038 -0.881  -0.0005
H 3.243 0.361 -1.828  -0.0038
H 3.975 -0.609 -0.539  -0.0039
H 4.507 1.976 1.526  0.0003
H 4.029 0.353 2.137  -0.0005
H 3.140 1.805 2.685  0.0006
H 3.416 3.206 -0.449  -0.0004
H 1.979 3.511 0.596  0.0004
H 1.753 2.903 -1.073  -0.0002
C 0.897 -1.700 -3.083  0.1090
C 0.796 -0.331 -3.391  0.1420
C 0.165 0.079 -4.569  0.0409
C -0.326 -0.887 -5.462  0.1882
C -0.347 -2.231 -5.105  0.0228
C 0.308 -2.655 -3.957  0.1172
S 1.695 -2.193 -1.684  0.4733
H -0.111 0.365 -1.207  0.4844
H 1.197 0.417 -2.703  -0.0059
H 0.054 1.145 -4.770  0.0036
H -0.635 -0.580 -6.454  0.0029
H -0.783 -2.988 -5.775  0.0023
H 0.343 -3.707 -3.688  -0.0019
S 0.162 -2.113 2.761  0.0446
C 0.268 -1.261 4.251  0.0014
N 1.391 -0.836 4.909  0.0029
C 1.079 -0.069 6.117  -0.0001
C -0.427 -0.259 6.272  0.0000
N -0.798 -0.991 5.064  0.0031
H 2.323 -0.949 4.502  -0.0003
H 1.329 0.983 5.959  0.0001
H 1.624 -0.457 6.975  0.0002
H -0.965 0.688 6.300  0.0002
H -0.655 -0.844 7.157  0.0001
H -1.720 -1.386 4.860  -0.0004

Output
Net charge: +3
Spin multiplicity: 7
HOMO level (spin up / spin down): -16.2 / -15.9 eV
Strongest force on any atom: 2.8 eV/A
Frontier orbital gap (spin up / spin down): 6.8 / 3.2 eV

***

Here is C20H43IrN2P3Se as an isolated structure from the OMol25 dataset. Energies are from ωB97M-V/def2-TZVPD.

Last column: Mulliken spin population.
Element x y z (Å)
Ir 0.215 -0.145 -0.217  0.8701
P 2.432 -1.064 0.169  0.1522
P 1.030 1.470 -1.616  0.2267
P -0.271 -1.843 -1.724  0.0930
H -1.488 -0.216 2.261  0.0171
C -1.190 -0.916 1.461  0.2869
C 0.045 -1.568 1.660  0.0210
H 0.688 -1.218 2.480  0.0086
C 3.321 -0.473 1.668  0.0170
C 3.771 -0.808 -1.074  0.0029
C 2.611 -2.879 0.438  0.0095
C -0.375 2.550 -2.071  0.0377
C 2.288 2.590 -0.946  0.0431
C 1.699 0.993 -3.255  0.0071
C -0.919 -3.314 -0.875  -0.0044
C 1.083 -2.451 -2.816  -0.0042
C -1.579 -1.616 -3.020  0.0137
H -2.025 -1.505 1.054  0.0066
H 0.061 -2.650 1.483  0.0129
H 2.708 -0.569 2.573  0.0021
H 3.631 0.573 1.553  0.0000
H 4.222 -1.089 1.792  0.0016
H 3.927 0.250 -1.306  -0.0009
H 3.569 -1.356 -1.999  0.0013
H 4.701 -1.202 -0.636  0.0026
H 1.889 -3.257 1.164  0.0034
H 3.618 -3.043 0.846  0.0018
H 2.516 -3.449 -0.488  0.0001
H 0.033 3.452 -2.546  0.0114
H -0.963 2.797 -1.175  0.0090
H -1.031 2.014 -2.767  -0.0033
H 2.646 3.223 -1.770  0.0081
H 3.131 2.045 -0.507  -0.0004
H 1.829 3.223 -0.177  -0.0028
H 2.043 1.913 -3.747  0.0037
H 0.932 0.524 -3.881  -0.0026
H 2.550 0.311 -3.166  0.0011
H -1.236 -4.047 -1.629  0.0000
H -1.791 -3.044 -0.269  -0.0038
H -0.164 -3.780 -0.233  -0.0006
H 0.672 -3.242 -3.462  -0.0002
H 1.920 -2.872 -2.251  0.0039
H 1.458 -1.648 -3.462  -0.0024
H -1.764 -2.581 -3.519  0.0030
H -1.253 -0.890 -3.779  0.0003
H -2.511 -1.266 -2.557  0.0014
C -4.057 0.698 0.542  0.1047
C -4.521 -0.203 1.533  0.2190
C -5.821 -0.705 1.473  0.2764
C -6.685 -0.381 0.417  0.0291
C -6.218 0.491 -0.579  0.2565
C -4.919 1.005 -0.543  0.2229
Se -2.346 1.450 0.730  1.4484
H -0.348 0.068 -1.792  0.1359
H -3.878 -0.467 2.369  0.0132
H -6.166 -1.361 2.279  0.0029
H -7.711 -0.756 0.394  0.0067
H -6.884 0.775 -1.397  0.0046
H -4.562 1.685 -1.313  -0.0056
C 1.712 3.906 3.056  -0.0046
N 1.258 2.530 3.236  0.1739
C 1.332 1.978 4.587  -0.0031
C 0.956 1.780 2.209  -0.0362
N 0.626 1.225 1.235  0.2639
H 1.836 4.353 4.053  0.0005
H 0.967 4.494 2.495  0.0068
H 2.685 3.948 2.536  0.0098
H 0.403 1.451 4.838  0.0083
H 2.186 1.288 4.701  0.0099
H 1.477 2.816 5.278  0.0008

Output
Net charge: +4
Spin multiplicity: 6
HOMO level (spin up / spin down): -16.2 / -20.2 eV
Strongest force on any atom: 4.2 eV/A
ΔE to the lowest compared entry with this formula, charge and spin: 205.7 kJ/mol
Frontier orbital gap (spin up / spin down): 4.4 / 4.0 eV

***

Here is C20H43IrO2P3 as an isolated structure from the OMol25 dataset. Energies are from ωB97M-V/def2-TZVPD.

Last column: Mulliken spin population.
Element x y z (Å)
Ir -0.529 -0.426 -0.101  1.7567
P -2.257 -1.869 0.149  0.0619
P 0.904 -1.138 1.448  0.2125
P -0.158 -0.757 -2.308  0.1540
H -0.319 1.969 1.205  0.0118
C -0.476 1.714 0.156  0.1994
C -1.807 1.354 -0.224  0.2239
H -2.559 1.404 0.567  -0.0508
C -3.131 -1.707 1.735  0.0472
C -1.724 -3.617 0.124  0.0303
C -3.488 -1.653 -1.187  0.0286
C 2.117 0.159 1.830  0.0687
C 0.183 -1.483 3.081  0.0471
C 1.821 -2.606 0.874  0.0256
C -1.282 0.188 -3.392  0.0369
C -0.096 -2.485 -2.865  0.0292
C 1.474 -0.086 -2.627  0.0834
H 0.198 2.194 -0.559  0.0239
H -2.168 1.512 -1.241  0.0302
H -3.920 -0.953 1.662  -0.0066
H -2.437 -1.394 2.521  0.0020
H -3.602 -2.649 2.048  0.0032
H -1.110 -3.842 1.005  -0.0044
H -1.154 -3.828 -0.789  -0.0065
H -2.610 -4.267 0.141  0.0125
H -3.884 -0.631 -1.173  -0.0014
H -4.324 -2.350 -1.053  0.0083
H -3.046 -1.845 -2.170  -0.0018
H 2.941 -0.293 2.402  0.0087
H 1.643 0.944 2.433  -0.0030
H 2.491 0.624 0.909  -0.0323
H 1.007 -1.523 3.806  0.0071
H -0.347 -2.442 3.094  -0.0036
H -0.504 -0.673 3.367  -0.0022
H 2.551 -2.889 1.646  0.0129
H 2.353 -2.377 -0.061  -0.0026
H 1.138 -3.447 0.693  -0.0026
H -1.033 -0.006 -4.444  0.0116
H -1.172 1.263 -3.201  0.0002
H -2.327 -0.089 -3.223  -0.0016
H 0.337 -2.525 -3.872  0.0104
H -1.092 -2.940 -2.897  -0.0029
H 0.547 -3.068 -2.195  0.0035
H 1.699 0.012 -3.691  0.0085
H 2.236 -0.715 -2.163  0.0193
H 1.532 0.900 -2.163  -0.0503
C 4.210 1.839 -1.679  0.2951
C 5.446 2.222 -1.125  0.0494
C 6.140 3.273 -1.744  0.1087
C 5.644 3.907 -2.900  0.2514
C 4.442 3.456 -3.462  0.0790
C 3.725 2.419 -2.858  0.0831
O 3.403 0.918 -1.046  0.1304
H 3.828 0.467 -0.280  -0.0062
H 5.831 1.721 -0.232  -0.0024
H 7.090 3.618 -1.321  0.0074
H 6.175 4.749 -3.368  -0.0042
H 4.039 3.897 -4.375  0.0051
H 2.784 2.050 -3.261  0.0030
C -4.337 1.861 2.778  0.1239
C -3.179 1.344 3.603  -0.0354
C -3.458 0.896 5.019  0.1362
O -2.035 1.301 3.140  0.7652
H -5.293 1.771 3.301  0.0056
H -4.380 1.322 1.826  -0.0025
H -4.148 2.918 2.563  -0.0009
H -2.958 -0.062 5.210  -0.0041
H -3.057 1.650 5.709  -0.0009
H -4.529 0.799 5.205  0.0060

Output
Net charge: +4
Spin multiplicity: 6
HOMO level (spin up / spin down): -18.5 / -20.5 eV
Strongest force on any atom: 2.3 eV/A
ΔE to the lowest compared entry with this formula, charge and spin: 0.0 kJ/mol
Frontier orbital gap (spin up / spin down): 6.5 / 4.7 eV